Entry 1:
Computed, not measured: C5H9N2S as an isolated structure, with ωB97M-V with the def2-TZVPD basis set.

ΔE to the lowest compared entry with this formula, charge and spin (eV): 1.886
HOMO level (Ha): -0.5137
Lowest unoccupied orbital energy (eV): -3.9467
E_tot (eV): -19137.8446
Net charge: +1
Frontier orbital gap (eV): 10.03

Each line ends with the Löwdin charge.
Atoms and positions in Å:
S (-1.10022, 2.05590, 1.29233)  1.0999
N (-0.51149, -0.43750, -0.08895)  -0.0014
N (1.07483, 0.32300, 1.73991)  0.0556
C (-2.06950, 1.36848, -0.14894)  -0.3357
C (-0.02383, 0.83271, 1.32685)  -0.4367
C (0.82577, -0.89032, -0.31632)  -0.1930
C (-1.14264, 0.48472, -0.96926)  -0.2848
C (1.52469, -0.89287, 1.05464)  -0.0990
H (0.79584, -1.91157, -0.70567)  0.1404
H (-2.88749, 0.79927, 0.28972)  0.0925
H (1.22853, -1.76388, 1.64732)  0.1372
H (-0.43037, 1.08798, -1.55538)  0.1330
H (2.61030, -0.88122, 0.95503)  0.1356
H (1.37629, -0.25346, -1.02632)  0.1320
H (-2.46076, 2.21168, -0.71331)  0.0934
H (-1.77457, -0.08302, -1.66310)  0.1489
H (1.61059, 0.66209, 2.53281)  0.1820

=====

Entry 2:
Computed, not measured: C19H25N3O in the gas phase, with ωB97M-V with the def2-TZVPD basis set.

ΔE to the lowest compared entry with this formula, charge and spin (eV): 0.822
HOMO level (Ha): -0.3368
Lowest unoccupied orbital energy (eV): 0.5332
SMILES: CC/C(=N\NC(=O)c1ccncc1)[C@]12C[C@H]3C[C@H](C[C@H](C3)C1)C2
E_tot (eV): -26627.2619
Frontier orbital gap (eV): 9.70

Each line ends with the Löwdin charge.
Atoms and positions in Å:
O (-4.56618, -0.53917, 2.17098)  0.0837
N (-1.43525, 0.16849, 0.84475)  0.1042
N (-2.61060, 0.31430, 1.49043)  0.0775
N (-2.15624, -4.57666, 0.39973)  0.0578
C (0.60420, -0.64951, -0.61279)  -0.0942
C (0.64731, 0.79074, -0.08710)  -0.3730
C (-1.38335, -3.81966, 1.15897)  -0.1450
C (3.36752, 1.50944, -0.94416)  -0.1179
C (1.81077, 0.90850, 0.91245)  -0.0805
C (1.92169, -1.00429, -1.29831)  -0.2870
C (-0.64500, 1.13752, 0.62201)  -0.2279
C (-2.98684, -2.06013, 1.22444)  -0.1362
C (2.22409, 1.37696, -1.94864)  -0.2898
C (-1.74395, -2.55691, 1.60153)  -0.0264
C (3.12743, 0.55360, 0.22309)  -0.2905
C (-3.81311, -2.86298, 0.44579)  0.0034
C (3.06716, -0.88133, -0.29554)  -0.1188
C (2.16431, -0.05644, -2.47054)  -0.1195
C (-0.90613, 2.56500, 1.04309)  -0.1764
C (0.90228, 1.73554, -1.26970)  -0.0889
C (-3.34358, -4.10791, 0.05764)  -0.1425
C (-1.90754, 3.25961, 0.11365)  -0.0794
C (-3.47421, -0.72463, 1.67428)  -0.4266
H (3.94514, 0.64827, 0.94690)  0.1408
H (-1.08477, -1.97974, 2.22962)  0.1096
H (1.86641, -2.03465, -1.66581)  0.1420
H (-1.50028, 3.34170, -0.89053)  0.0676
H (1.87094, 1.92410, 1.30969)  0.1198
H (-3.94647, -4.76542, -0.55508)  0.1044
H (1.63457, 0.23061, 1.75066)  0.1309
H (-4.79169, -2.51450, 0.15491)  0.1172
H (3.42712, 2.53775, -0.57903)  0.1201
H (0.94704, 2.77239, -0.93233)  0.1187
H (0.41949, -1.33372, 0.21451)  0.1055
H (-1.29528, 2.57145, 2.06694)  0.1128
H (1.35806, -0.15393, -3.20083)  0.1206
H (0.08371, 1.64441, -1.98737)  0.1313
H (2.90895, -1.57155, 0.53588)  0.1199
H (-2.84269, 2.70712, 0.05115)  0.0700
H (-0.42586, -4.25015, 1.42306)  0.1048
H (-2.93869, 1.22548, 1.81149)  0.1481
H (-2.12405, 4.26089, 0.48009)  0.0758
H (4.01348, -1.14328, -0.77385)  0.1201
H (0.02528, 3.12976, 1.05042)  0.1016
H (-0.22636, -0.75446, -1.31225)  0.1310
H (4.31692, 1.27229, -1.42891)  0.1204
H (2.39234, 2.06512, -2.78521)  0.1410
H (3.10191, -0.31002, -2.97015)  0.1200

=====

Entry 3:
Computed, not measured: a 10-piece molecular cluster, C36H72Br4O16S8 overall, with ωB97M-V with the def2-TZVPD basis set.

ΔE to the lowest compared entry with this formula, charge and spin (eV): 0.000
HOMO level (Ha): -0.3457
Lowest unoccupied orbital energy (eV): 0.0181
SMILES: O=S1(=O)CCCC1.O=S1(=O)CCCC1.O=S1(=O)CCCC1.O=S1(=O)CCCC1.O=S1(=O)CCCC1.O=S1(=O)CCCC1.O=S1(=O)CCCC1.O=S1(=O)CCCC1.BrCCBr.BrCCBr
E_tot (eV): -438107.3757
Frontier orbital gap (eV): 9.43

Each line ends with the Löwdin charge.
Atoms and positions in Å:
Br (3.49344, 2.66809, 6.12560)  0.5526
Br (1.88320, 4.19033, -0.81056)  0.6951
Br (0.48973, 2.30533, 4.79275)  0.6633
Br (4.17187, 4.54819, 3.25490)  0.6064
S (1.14719, 0.28377, 1.05004)  0.7139
S (3.98461, -2.53851, 3.46933)  0.6904
S (0.73262, 2.78551, -4.62998)  0.6667
S (-4.46634, 2.62500, 5.80045)  0.6895
S (-6.14108, -1.32889, 1.75568)  0.6894
S (-0.51041, -3.73061, -1.40510)  0.7096
S (-3.54554, 1.27656, -3.58774)  0.6946
S (5.40351, 0.49248, -2.35051)  0.6923
O (-0.74826, -3.47443, -2.81941)  -0.3506
O (-3.85829, 3.91230, 6.03832)  -0.3321
O (-7.57968, -1.20272, 1.83061)  -0.3253
O (6.08496, 1.71996, -2.66513)  -0.3300
O (5.97289, -0.38779, -1.33328)  -0.3470
O (-3.55420, 2.23670, -4.66165)  -0.3244
O (-1.10482, -2.93279, -0.34669)  -0.3367
O (1.96680, 1.30749, 1.67730)  -0.3464
O (1.83576, -0.82236, 0.36516)  -0.3424
O (-5.39227, -1.77201, 2.91608)  -0.3275
O (3.36502, -1.62286, 4.40832)  -0.3320
O (-5.89997, 2.43997, 5.87761)  -0.3406
O (1.42170, 1.95585, -5.60939)  -0.3284
O (0.42854, 2.25976, -3.31353)  -0.3612
O (-3.48324, 1.71924, -2.22155)  -0.3296
O (3.25216, -3.65247, 2.93033)  -0.3261
C (-2.34177, -0.05232, -3.88033)  -0.1921
C (-3.74120, 1.25685, 6.81953)  -0.1926
C (0.68927, 5.24092, -5.72437)  -0.1808
C (6.49678, -3.19902, 2.86533)  -0.2105
C (-3.36328, 0.57962, 4.45301)  -0.2194
C (-0.81111, 3.33354, -5.37839)  -0.2519
C (-2.79211, 0.55248, 5.86443)  -0.2272
C (-0.45288, 4.38396, -6.39083)  -0.2021
C (-4.99829, 0.19609, -3.81140)  -0.2150
C (3.04254, -0.54235, -2.44026)  -0.2562
C (1.34410, -3.82406, -1.18851)  -0.1918
C (1.54000, 4.43207, -4.71508)  -0.2033
C (3.66062, 4.13056, 1.37458)  -0.6691
C (-4.58249, -0.43590, -0.22040)  -0.1976
C (3.58047, -0.82170, -3.82952)  -0.2118
C (-1.42874, 0.92797, 0.44245)  -0.1864
C (3.63898, 0.75983, -1.90381)  -0.1962
C (-5.75839, -2.50111, 0.40405)  -0.1902
C (-0.19049, -0.33298, 2.15743)  -0.1803
C (6.15646, -1.92076, 2.06017)  -0.2045
C (2.29798, 4.67780, 1.08834)  -0.6098
C (5.59136, -3.10633, 4.08553)  -0.2214
C (-0.01664, 1.14400, -0.05850)  -0.2132
C (-3.14391, -1.31273, -4.12840)  -0.1847
C (1.67784, 0.73194, 4.90653)  -0.6240
C (-4.53889, -1.18561, -3.48458)  -0.2416
C (4.64913, -1.70800, 1.99903)  -0.2123
C (-1.33614, 0.64988, 1.96821)  -0.2146
C (-5.43497, 0.11047, 0.92485)  -0.1867
C (-0.74645, -5.51186, -1.19595)  -0.2180
C (0.53941, -6.09573, -0.60183)  -0.2117
C (3.13569, 1.16562, 4.90914)  -0.6687
C (5.08023, -0.48806, -3.86678)  -0.1899
C (-5.34072, -1.65509, -0.80014)  -0.2336
C (1.71796, -5.29934, -1.18617)  -0.2145
C (-3.90139, 2.00017, 4.15511)  -0.1989
H (5.20229, 0.23857, -4.66901)  0.0955
H (5.80622, -1.29086, -3.94783)  0.1013
H (1.84229, -3.19513, -1.91926)  0.0856
H (1.41326, -0.00508, 4.15669)  0.0059
H (-2.29768, 0.19620, 2.20703)  0.0778
H (3.39930, 1.57180, 3.93445)  0.0183
H (2.60086, -5.52407, -0.59042)  0.1163
H (3.78184, 3.05974, 1.23831)  0.0334
H (-1.19610, 1.55195, 2.56350)  0.0717
H (3.58009, 0.74783, -0.81681)  0.0810
H (-2.74039, 0.23455, 3.62965)  0.0570
H (2.59717, 4.29498, -4.92078)  0.1031
H (1.94970, -5.58411, -2.21569)  0.1164
H (5.32713, -4.05272, 4.55670)  0.1046
H (-3.33502, 1.72123, 7.71474)  0.1019
H (-4.91880, -3.05663, 0.81923)  0.1007
H (0.53653, -7.12091, -0.98083)  0.1115
H (6.57835, -1.90567, 1.05776)  0.1099
H (-4.79837, 0.56794, 1.68315)  0.0797
H (-6.25357, 0.74784, 0.60230)  0.1144
H (1.38539, 5.70251, -6.42022)  0.1098
H (-1.69234, 0.32436, -4.67254)  0.0923
H (4.45192, 4.55066, 0.75710)  0.0517
H (-0.74764, -5.94494, -2.19423)  0.1035
H (-5.14506, -1.97020, -3.93766)  0.1333
H (1.95702, -0.47638, -2.54255)  0.1110
H (1.49075, 4.17182, 1.61350)  0.0390
H (3.30861, -1.84616, -4.09590)  0.1124
H (6.59637, -1.13506, 2.68055)  0.1190
H (-3.07933, 2.64633, 3.84325)  0.0875
H (-3.30738, -1.53761, -5.18230)  0.1224
H (3.06527, -0.23309, -4.59033)  0.1034
H (-5.14919, 0.27507, -4.89306)  0.1062
H (-4.55157, -1.32647, -2.40101)  0.0232
H (-2.72406, -0.49768, 6.16255)  0.1173
H (-6.18678, -1.24258, -1.35134)  0.1299
H (5.93084, -2.34303, 4.78499)  0.1075
H (0.72554, -6.23455, 0.46306)  0.1181
H (-2.59351, -2.14811, -3.69357)  0.0891
H (-4.70571, -2.27038, -1.43293)  0.0989
H (1.41923, 0.32447, 5.88299)  0.0607
H (0.11442, 6.01588, -5.21812)  0.1099
H (-1.65015, -0.06164, -3.03655)  0.1008
H (4.21889, -2.11801, 1.09019)  0.0945
H (-1.42494, 3.79504, -4.60534)  0.1107
H (-5.92081, 0.51662, -3.33284)  0.1131
H (3.27567, -1.33696, -1.73355)  0.0934
H (0.29841, 2.17774, 0.04908)  0.0294
H (-0.09864, 3.94035, -7.32616)  0.1119
H (2.11407, 5.72685, 1.30060)  0.0636
H (3.32894, 1.71756, -2.31480)  0.0792
H (-6.64750, -3.11989, 0.31751)  0.1037
H (1.52396, -3.44398, -0.18033)  0.0903
H (-4.61310, 0.66620, 7.09181)  0.0991
H (-4.23983, -0.07402, 4.42529)  0.1018
H (1.43769, 4.85752, -3.71605)  0.0514
H (-0.36324, -1.31761, 1.71039)  0.0981
H (-2.14075, 1.72348, 0.23673)  0.1206
H (-1.69593, -5.71916, -0.70827)  0.1055
H (-1.84672, 0.00980, 0.02148)  0.0869
H (-1.76195, 0.90708, 5.95717)  0.0612
H (-3.64360, -0.84417, 0.16314)  0.1053
H (7.56504, -3.31507, 3.03432)  0.1149
H (4.38253, -0.65557, 2.09082)  0.0957
H (-1.28457, 4.98342, -6.75638)  0.1149
H (0.21308, 0.91787, -1.09950)  0.0832
H (0.32891, -0.59177, 3.08071)  0.0749
H (-4.32468, 0.29617, -0.98305)  0.0778
H (3.78266, 0.33744, 5.18115)  0.0359
H (-1.19400, 2.35676, -5.66546)  0.0845
H (-4.75592, 2.22846, 3.52158)  0.0910
H (6.22969, -4.10470, 2.31075)  0.1139

=====

Entry 4:
Computed, not measured: C3H5NS2 in the gas phase, with ωB97M-V with the def2-TZVPD basis set.

ΔE to the lowest compared entry with this formula, charge and spin (eV): 3.599
HOMO level (Ha): -0.3189
Lowest unoccupied orbital energy (eV): -0.0063
SMILES: C=CN(S)C=S
E_tot (eV): -26349.1336
Frontier orbital gap (eV): 8.67

Each line ends with the Löwdin charge.
Atoms and positions in Å:
S (2.85209, -0.93462, -0.45573)  0.6249
S (-0.48338, 1.79887, -0.49724)  0.7938
N (0.41087, 0.29516, 0.07233)  -0.4616
C (-0.30410, -0.90972, 0.23316)  -0.3079
C (1.73768, 0.24043, -0.44340)  -0.8021
C (-1.59305, -0.72177, 0.50258)  -0.0712
H (-2.18212, 0.32813, 0.18717)  0.0730
H (-1.94169, -1.76363, 0.65582)  0.0516
H (0.24958, -1.96253, -0.15957)  0.1672
H (-0.81186, 2.33345, 0.69222)  -0.1228
H (2.06599, 1.29622, -0.78735)  0.0552

=====

The highest E_tot belongs to which entry?
C5H9N2S

=====

Number 4 is which compound?
C3H5NS2

=====

Which of these has the highest frontier orbital gap?
C5H9N2S

=====

ΔE to the lowest compared entry with this formula, charge and spin of number 4 (C3H5NS2)?
3.599 eV